No. 1
{
  "formula": "C19H48BrNO8P",
  "method": "ωB97M-V with the def2-TZVPD basis set",
  "homo_energy_ev": -11.614,
  "e_lumo_ev": -5.26,
  "total_charge": 1,
  "symbols": ["O", "P", "Br", "C", "C", "C", "C", "N", "C", "H", "H", "H", "H", "H", "H", "C", "C", "O", "H", "H", "H", "H", "H", "H", "C", "C", "O", "H", "H", "H", "H", "H", "H", "C", "C", "O", "H", "H", "H", "H", "H", "H", "C", "C", "O", "H", "H", "H", "H", "H", "H", "C", "C", "O", "H", "H", "H", "H", "H", "H", "C", "C", "O", "H", "H", "H", "H", "H", "H", "C", "C", "O", "H", "H", "H", "H", "H", "H"],
  "positions_angstrom": [[-0.693, -0.245, 1.750], [-0.034, -1.529, 0.774], [-1.687, -1.986, -0.720], [1.459, -0.712, -0.073], [1.609, -0.602, -1.637], [2.894, 0.143, -2.139], [3.890, 0.712, -1.089], [3.711, 0.569, 0.353], [2.543, -0.113, 0.896], [-0.666, 0.531, 1.126], [0.800, -1.032, -2.312], [3.048, 0.271, -3.266], [4.820, 1.291, -1.425], [4.409, 0.962, 1.016], [2.435, -0.169, 2.040], [4.890, 4.031, 2.643], [3.443, 3.969, 3.091], [2.581, 3.912, 1.959], [5.060, 4.906, 2.011], [5.562, 4.080, 3.503], [5.148, 3.150, 2.044], [3.184, 4.859, 3.669], [3.263, 3.088, 3.715], [2.811, 3.118, 1.458], [-4.320, -4.588, -3.317], [-5.171, -4.828, -2.086], [-4.344, -4.938, -0.932], [-3.607, -5.406, -3.455], [-4.942, -4.507, -4.211], [-3.735, -3.669, -3.210], [-5.736, -5.756, -2.187], [-5.879, -4.008, -1.935], [-3.854, -4.110, -0.845], [-9.994, -2.419, -2.569], [-8.485, -2.364, -2.695], [-8.010, -3.495, -3.415], [-10.303, -3.333, -2.056], [-10.371, -1.557, -2.013], [-10.465, -2.432, -3.557], [-8.019, -2.372, -1.707], [-8.169, -1.455, -3.219], [-8.419, -3.476, -4.291], [-2.083, 1.050, 5.683], [-0.575, 1.104, 5.544], [-0.108, -0.027, 4.817], [-2.388, 0.135, 6.197], [-2.454, 1.911, 6.244], [-2.562, 1.039, 4.699], [-0.100, 1.094, 6.527], [-0.263, 2.013, 5.019], [-0.525, -0.007, 3.945], [-1.061, -5.575, 2.982], [0.338, -5.709, 2.413], [0.959, -4.430, 2.328], [-1.668, -4.915, 2.356], [-1.551, -6.549, 3.047], [-1.031, -5.128, 3.980], [0.302, -6.135, 1.408], [0.955, -6.359, 3.042], [0.995, -4.064, 3.222], [4.715, 8.508, 1.634], [6.224, 8.572, 1.509], [6.703, 7.442, 0.790], [4.411, 7.592, 2.147], [4.332, 9.368, 2.189], [4.246, 8.490, 0.645], [6.690, 8.567, 2.497], [6.536, 9.481, 0.986], [6.293, 7.459, -0.085], [1.806, 0.255, -6.442], [3.091, -0.533, -6.605], [3.256, -1.437, -5.517], [1.814, 0.814, -5.502], [1.670, 0.956, -7.268], [0.943, -0.417, -6.406], [3.952, 0.139, -6.619], [3.084, -1.103, -7.538], [2.496, -2.034, -5.517]]
}

***

No. 2
{
  "formula": "C19H48F3N6O13S2",
  "method": "ωB97M-V with the def2-TZVPD basis set",
  "homo_energy_ev": -11.031,
  "e_lumo_ev": -6.96,
  "total_charge": 3,
  "relative_energy_kcal_mol": 228.0,
  "symbols": ["S", "O", "O", "O", "O", "C", "C", "O", "N", "H", "H", "C", "H", "H", "H", "H", "H", "H", "C", "C", "O", "N", "H", "H", "C", "H", "H", "H", "H", "H", "H", "C", "C", "O", "N", "H", "H", "C", "H", "H", "H", "H", "H", "H", "C", "C", "O", "N", "H", "H", "C", "H", "H", "H", "H", "H", "H", "C", "C", "O", "N", "H", "H", "C", "H", "H", "H", "H", "H", "H", "C", "C", "O", "N", "H", "H", "C", "H", "H", "H", "H", "H", "H", "C", "F", "F", "F", "S", "O", "O", "O"],
  "positions_angstrom": [[0.684, -0.261, -0.136], [-0.283, -1.374, 0.220], [1.354, 0.282, 1.009], [1.779, -0.801, -0.957], [-0.021, 0.738, -0.844], [-2.565, 7.085, 0.191], [-2.739, 5.705, -0.429], [-3.066, 5.560, -1.622], [-2.429, 4.525, 0.484], [-1.793, 3.926, -0.023], [-1.787, 4.979, 1.117], [-3.716, 3.865, 1.206], [-2.678, 7.802, -0.622], [-1.601, 7.364, 0.617], [-3.377, 7.221, 0.905], [-3.293, 3.051, 1.794], [-4.354, 3.473, 0.414], [-4.276, 4.651, 1.713], [0.966, -6.161, -0.094], [-0.035, -6.571, 0.939], [-0.138, -7.721, 1.325], [-0.933, -5.526, 1.519], [-0.842, -4.681, 0.974], [-1.871, -5.868, 1.368], [-0.572, -5.160, 2.972], [0.868, -6.825, -0.953], [1.987, -6.388, 0.214], [1.040, -5.123, -0.417], [-1.444, -4.542, 3.191], [0.478, -4.898, 3.102], [-0.821, -6.055, 3.543], [0.908, 4.029, -4.571], [2.044, 4.431, -3.672], [2.296, 5.608, -3.384], [2.718, 3.300, -2.932], [2.113, 2.573, -2.579], [3.338, 2.788, -3.543], [3.505, 3.835, -1.702], [1.399, 3.397, -5.310], [0.480, 4.827, -5.178], [0.197, 3.356, -4.092], [4.274, 4.361, -2.267], [3.860, 2.912, -1.244], [2.815, 4.335, -1.022], [0.823, 0.293, 5.450], [1.162, 1.670, 5.848], [0.580, 2.208, 6.777], [2.050, 2.498, 4.814], [2.053, 1.974, 3.951], [1.572, 3.357, 4.582], [3.420, 2.864, 5.295], [0.272, -0.151, 6.278], [1.746, -0.271, 5.314], [0.194, 0.351, 4.562], [4.051, 2.367, 4.558], [3.557, 2.791, 6.374], [3.460, 3.940, 5.125], [6.096, -3.668, -3.146], [6.643, -3.707, -1.710], [7.258, -4.632, -1.214], [6.195, -2.483, -0.833], [5.265, -2.208, -1.113], [6.093, -2.835, 0.108], [7.251, -1.388, -0.815], [5.812, -4.684, -3.421], [6.828, -3.202, -3.805], [5.148, -3.138, -3.240], [7.185, -0.833, -1.751], [8.215, -1.757, -0.464], [6.799, -0.772, -0.038], [-5.632, -1.692, -4.338], [-4.416, -0.824, -4.189], [-4.590, 0.358, -4.183], [-3.107, -1.460, -3.614], [-2.795, -0.823, -2.895], [-3.401, -2.306, -3.148], [-1.970, -1.818, -4.511], [-5.466, -2.767, -4.414], [-6.154, -1.239, -5.181], [-6.317, -1.682, -3.490], [-1.350, -0.966, -4.791], [-2.317, -2.304, -5.423], [-1.219, -2.462, -4.054], [-6.734, -1.826, 2.423], [-5.402, -1.876, 2.444], [-6.961, -1.123, 1.303], [-7.416, -2.993, 2.399], [-7.182, -0.854, 4.008], [-5.941, -0.144, 4.365], [-8.216, 0.067, 3.596], [-7.617, -1.872, 4.985]]
}

***

No. 3
{
  "formula": "C19H48F8IN7O19S8V",
  "method": "ωB97M-V with the def2-TZVPD basis set",
  "homo_energy_ev": [-11.643, -11.718],
  "multiplicity": 3,
  "s2": 2.02,
  "e_lumo_ev": [-4.50, -3.83],
  "total_charge": 1,
  "symbols": ["V", "I", "C", "C", "N", "C", "C", "C", "C", "C", "O", "C", "H", "H", "H", "H", "H", "H", "H", "H", "H", "H", "H", "H", "H", "H", "H", "H", "H", "H", "H", "H", "C", "C", "N", "C", "C", "C", "C", "C", "O", "C", "H", "H", "H", "H", "H", "H", "H", "H", "H", "H", "H", "H", "H", "H", "H", "H", "H", "H", "H", "H", "C", "C", "O", "N", "H", "H", "C", "H", "H", "H", "H", "H", "H", "N", "S", "O", "O", "F", "S", "O", "O", "F", "N", "S", "O", "O", "F", "S", "O", "O", "F", "N", "S", "O", "O", "F", "S", "O", "O", "F", "N", "S", "O", "O", "F", "S", "O", "O", "F"],
  "positions_angstrom": [[1.544, 11.684, -29.572], [-0.994, 12.880, -29.484], [-2.500, 18.658, -33.573], [-2.556, 17.208, -33.859], [-2.012, 16.321, -32.655], [-3.198, 16.124, -31.653], [-1.465, 14.911, -33.097], [-2.485, 13.901, -33.744], [-0.850, 16.959, -31.849], [0.497, 17.248, -32.598], [0.362, 17.723, -33.929], [1.510, 17.777, -34.694], [-2.818, 18.941, -32.569], [-3.273, 19.145, -34.167], [-1.581, 19.241, -33.638], [-1.879, 17.124, -34.709], [-3.581, 16.926, -34.102], [-3.765, 17.003, -31.348], [-2.951, 15.485, -30.806], [-3.919, 15.600, -32.280], [-0.834, 14.462, -32.330], [-0.661, 15.151, -33.792], [-2.916, 14.263, -34.678], [-3.275, 13.583, -33.065], [-1.830, 13.079, -34.034], [-0.657, 16.252, -31.043], [-1.275, 17.875, -31.439], [0.980, 16.271, -32.588], [1.177, 17.962, -32.133], [1.854, 16.748, -34.802], [2.249, 18.412, -34.206], [1.207, 18.224, -35.641], [-8.147, 10.571, -26.703], [-6.649, 10.877, -26.473], [-5.923, 9.673, -25.723], [-6.426, 9.533, -24.293], [-6.310, 8.241, -26.343], [-5.510, 7.018, -25.859], [-4.348, 9.937, -25.646], [-3.652, 10.216, -27.004], [-4.071, 9.310, -27.955], [-3.312, 9.305, -29.175], [-8.314, 9.781, -27.435], [-8.561, 11.510, -27.068], [-8.670, 10.362, -25.771], [-6.372, 11.710, -25.828], [-6.193, 11.015, -27.453], [-6.385, 10.512, -23.816], [-5.741, 8.831, -23.817], [-7.436, 9.135, -24.189], [-6.135, 8.445, -27.400], [-7.374, 8.064, -26.187], [-5.822, 6.135, -26.417], [-5.796, 6.850, -24.821], [-4.456, 7.291, -25.910], [-3.724, 9.245, -25.081], [-4.398, 10.871, -25.088], [-2.565, 10.161, -27.056], [-3.835, 11.243, -27.322], [-2.298, 8.906, -29.132], [-3.221, 10.257, -29.697], [-3.811, 8.626, -29.867], [1.575, 17.886, -24.800], [0.318, 17.072, -24.872], [-0.369, 16.771, -23.902], [-0.192, 16.672, -26.289], [-0.775, 17.427, -26.621], [0.605, 16.611, -26.906], [-0.921, 15.283, -26.201], [2.392, 17.243, -25.129], [1.738, 18.169, -23.761], [1.533, 18.788, -25.411], [-0.138, 14.526, -26.165], [-1.411, 15.184, -27.169], [-1.658, 15.387, -25.404], [1.457, 9.824, -30.337], [0.303, 8.928, -31.356], [-0.416, 7.822, -30.808], [0.604, 8.884, -32.750], [-0.814, 10.108, -31.340], [2.310, 8.491, -30.169], [3.117, 8.016, -31.322], [1.707, 7.511, -29.273], [3.402, 9.126, -29.200], [2.662, 12.269, -31.086], [2.370, 12.762, -32.769], [2.770, 11.882, -33.859], [2.200, 14.176, -33.063], [0.781, 12.439, -32.667], [4.144, 12.589, -31.371], [4.568, 13.966, -31.165], [4.976, 11.751, -32.279], [4.560, 11.871, -29.995], [1.977, 15.910, -27.685], [2.195, 16.412, -29.313], [1.846, 15.584, -30.440], [3.231, 17.407, -29.522], [0.905, 17.330, -29.334], [2.966, 14.846, -27.937], [4.364, 15.096, -28.194], [2.363, 13.607, -28.506], [3.065, 14.463, -26.362], [1.982, 11.014, -27.764], [1.255, 10.106, -26.744], [0.421, 10.642, -25.681], [1.620, 8.731, -26.588], [0.060, 9.890, -27.815], [3.310, 10.995, -26.586], [4.277, 9.921, -26.601], [3.090, 11.601, -25.283], [4.042, 12.169, -27.456]]
}